163
Properties=species:S:1:pos:R:3:forces:R:3 method="wB97M-V/def2-TZVPD" charge=0 e_lumo_ev=0.207 gap_ev=9.32 de_lowest_kcal_mol=111.0 smiles="CNC[C@]1(CCC(C)C)C(=O)N[C@](CCO)([PH2]=O)[C@@H]1CCCCNC(C)=O.CCOC(=O)C(F)(F)F.CCOC(=O)C(F)(F)F.CCOC(=O)C(F)(F)F.CCOC(=O)C(F)(F)F.CCOC(=O)C(F)(F)F.CCOC(=O)C(F)(F)F.CCOC(=O)C(F)(F)F" energy_ha=-5791.76754
P -0.9170 -4.3422 0.4295 1.85 -0.23 4.17
F -5.6378 -7.0685 5.5416 0.53 -0.40 -0.26
F 0.8297 -12.5980 0.3474 0.19 0.65 0.33
F 4.8196 5.7282 7.7446 -0.09 -0.27 -0.49
F 0.3311 -12.5493 2.4433 0.22 0.52 -0.05
F -6.6472 8.4541 -0.1444 -0.02 -0.47 0.29
F 6.0381 3.9568 7.9445 -0.24 0.02 -0.50
F 6.7584 5.6357 6.8012 -0.46 -0.31 -0.39
F -6.4076 -8.3425 3.9842 0.53 -0.11 0.07
F -8.1857 7.2440 -1.0511 0.17 -0.32 0.47
F -1.1176 -0.8718 -6.7160 -0.24 0.05 -0.73
F 8.1512 1.2380 0.6779 0.20 0.59 0.29
F 0.1170 9.0442 -0.6863 -0.43 -0.05 -0.32
F -3.0969 -1.6626 -6.3855 0.09 0.32 -0.62
F -2.7581 0.4648 -6.2251 0.02 -0.36 -0.89
F 0.2037 10.5961 -2.1790 -0.60 -0.37 -0.08
F -0.9193 -11.5279 1.0066 0.45 0.32 0.12
F 6.3954 2.3086 1.3232 1.07 0.46 0.67
F -1.1222 10.8024 -0.4896 -0.29 -0.33 -0.35
F -5.1647 -6.6495 3.4785 0.37 -0.38 0.12
F -6.1061 6.7748 -1.3817 -0.55 -0.36 0.61
F 7.6214 1.2728 2.7679 0.27 0.47 -0.03
O 1.4780 0.1983 1.3814 -1.97 -3.11 -1.30
O -2.0826 9.4970 -3.2867 0.62 0.25 0.56
O -3.9854 -9.3324 3.3997 -0.48 0.87 0.40
O -3.2582 -8.4695 5.3508 -0.77 0.37 -0.19
O 4.1370 3.3662 6.1472 0.59 0.85 0.37
O -3.2125 -1.3168 -9.1308 0.20 0.09 0.87
O 0.5436 -9.6237 2.2362 0.01 -1.18 -0.34
O -6.5714 5.1562 0.8170 -0.02 0.67 -0.57
O 5.2089 4.7177 4.6991 0.36 0.26 0.73
O -7.6212 6.8889 1.8045 0.15 0.03 -1.03
O 7.8229 4.1873 2.5822 0.06 -1.03 -0.31
O -2.3609 8.3047 -1.3943 0.70 0.88 -0.03
O -3.7447 3.1013 -2.1720 3.39 -1.67 0.96
O 2.3291 -10.3933 1.0946 -0.66 -0.64 -0.04
O -3.0878 -1.4737 2.5532 0.84 -1.16 -0.33
O 9.6363 3.4433 1.4676 -0.62 -0.61 -0.07
O -0.5515 -4.7647 1.8795 -0.72 0.69 -2.95
O -2.3123 0.7309 -8.8560 0.08 -0.70 0.80
N -0.0379 -1.7276 1.3731 -1.36 2.26 -0.09
N 3.2527 -2.1751 0.9367 -0.31 -1.38 -0.42
N -2.5709 1.0628 -1.9880 -0.66 0.42 -0.02
C -3.9072 1.4610 -10.5350 -0.24 -0.11 0.25
C 4.5755 1.3068 -0.2397 -0.54 0.04 -1.74
C -3.0385 -11.4259 4.1806 -0.23 0.04 0.27
C -6.9825 7.1851 -0.4482 0.04 1.16 -1.44
C -1.6067 -1.8713 -3.2696 0.59 0.33 -0.74
C -2.6565 2.5284 -1.9118 -2.81 2.23 -0.62
C -2.4919 0.9950 -10.2566 -0.18 0.29 -0.78
C -1.3830 -0.3355 -3.6567 -0.56 0.36 -0.34
C -4.0720 -8.5203 4.4691 1.38 -1.11 -0.37
C 1.1411 -7.4429 1.3528 0.03 -0.23 -0.45
C 5.0073 4.3379 5.8203 -1.12 -0.95 -1.11
C 8.5110 3.2871 1.8586 0.64 1.60 0.61
C -2.4270 -0.6385 -6.9380 -0.02 -0.09 1.68
C -0.6377 9.9167 -1.3828 1.46 0.77 0.80
C -0.1360 -1.8120 -1.0186 0.27 -0.26 -0.07
C 8.4181 6.3834 1.7371 -0.05 -0.17 -0.33
C 3.4201 2.7701 5.0521 -0.36 -0.53 -0.60
C -2.9736 6.4648 -2.8558 0.31 0.12 -0.21
C 3.4862 -0.3580 -1.8759 -0.09 1.15 -0.93
C 1.2110 -10.5401 1.5065 0.63 1.63 0.58
C -6.4756 6.1951 3.8295 0.29 0.07 -0.19
C -3.4674 7.6114 -1.9967 -0.41 -0.52 -0.30
C -2.8256 -10.1790 3.3456 0.56 -0.61 -0.05
C -2.6967 0.5880 -3.4208 2.41 0.07 -0.26
C -7.7490 6.1198 3.0106 -0.01 -0.32 0.76
C -5.3210 -7.6473 4.3724 -1.57 0.94 0.09
C 1.3968 -1.4977 -0.5860 -1.64 0.49 0.36
C -3.2886 -2.3731 1.4386 -1.18 -0.20 -0.66
C -1.3807 3.4125 -1.5445 0.56 -1.22 0.17
C 1.0273 -0.8234 0.8471 0.66 -0.03 -0.96
C -2.3886 -2.0408 0.1634 -0.38 0.20 0.96
C 5.6589 4.9132 7.0754 0.90 0.57 1.48
C -1.7569 9.2298 -2.1618 -1.45 -0.99 -0.44
C -0.3983 -2.5177 -2.4276 -0.31 -0.46 0.21
C 0.3649 -11.8014 1.3220 -0.88 -1.52 -0.45
C 4.0568 1.1622 -1.7719 1.12 -1.65 0.69
C 7.6718 2.0291 1.6523 -1.03 -1.43 -0.40
C 3.2151 -3.0180 2.1665 1.38 0.45 1.00
C 8.5117 5.4079 2.8935 0.24 0.79 0.18
C 4.2551 1.6927 4.3886 0.35 0.05 0.02
C 1.9081 -0.4235 -1.6417 0.91 0.65 0.59
C 5.3401 1.2076 -2.7408 -1.17 0.12 -0.32
C -2.7212 -0.4770 -8.4275 -0.07 0.58 -1.74
C 2.3260 -2.7150 -0.1317 0.55 -0.15 -0.30
C -0.8452 -2.4306 0.3094 0.25 1.25 -2.83
C -7.0053 6.2749 0.7775 -0.34 -0.77 1.59
C 1.2518 -8.4048 2.5175 0.30 0.86 0.12
H 0.7839 -7.9658 3.4008 -0.18 -0.29 -0.10
H -3.3834 0.6649 -1.4968 0.37 0.72 -0.07
H -2.2315 0.1187 -10.8552 -0.09 -0.05 0.27
H -3.9497 -11.9437 3.8713 0.12 0.00 -0.10
H -2.5510 -0.9263 -0.0693 0.58 -1.53 0.39
H -6.2060 7.2359 4.0243 -0.13 -0.06 0.07
H 3.2532 1.9190 -2.0352 1.04 -0.86 0.23
H -8.5754 6.5560 3.5749 0.04 0.18 -0.31
H -2.3791 6.8315 -3.6963 -0.14 0.06 0.00
H 1.6236 -7.8491 0.4599 0.11 -0.03 0.13
H 2.1767 -3.2093 2.5791 1.16 0.13 -0.91
H 7.3744 6.5510 1.4606 0.05 0.05 0.16
H 8.0197 5.8306 3.7714 -0.19 -0.33 -0.09
H -5.6375 5.7427 3.2950 -0.11 -0.08 0.06
H 9.5503 5.2102 3.1703 -0.12 -0.20 -0.19
H 0.5863 -2.5118 -3.0176 -1.55 0.08 0.61
H -3.8120 5.8884 -3.2502 0.04 0.01 0.12
H 2.5159 2.3268 5.4735 0.19 0.17 0.26
H -4.6318 0.6778 -10.3014 0.09 -0.01 -0.12
H -0.0141 -4.9081 -0.5433 -0.72 0.31 0.17
H 3.7381 1.0055 0.4654 1.11 0.52 -0.67
H -2.3305 5.8013 -2.2762 -0.23 0.03 0.02
H -1.6030 4.2394 -0.8007 -0.14 -1.11 -1.03
H -2.1919 -12.1075 4.0786 -0.03 0.08 -0.04
H 2.9152 -3.1841 -0.9994 -0.90 0.80 1.04
H 5.0140 0.8993 -3.7975 0.51 0.46 1.41
H -2.2358 -4.8268 0.1549 0.54 0.50 -0.59
H 3.6816 -0.7042 -2.9502 -0.12 0.18 1.55
H 5.4512 0.5734 -0.1594 -1.22 1.09 0.12
H 3.1013 3.5305 4.3350 0.24 0.06 0.15
H 5.7910 2.2499 -2.8239 -0.34 -1.44 0.33
H -4.1567 2.3232 -9.9118 0.11 0.02 -0.12
H -3.1958 -3.4367 1.8290 0.07 1.12 -0.75
H 3.8354 -3.9629 1.9996 -1.17 0.76 0.43
H 4.9451 2.3651 -0.0877 -0.73 -1.43 -0.07
H -2.6863 -10.4573 2.3002 -0.29 0.25 0.06
H -4.0227 1.7376 -11.5844 0.06 -0.02 0.07
H -0.5733 -0.7582 -1.0990 0.38 -1.29 0.11
H 1.7698 -3.5780 0.3669 0.23 1.25 -0.85
H 4.2190 -2.2196 0.5871 -0.66 0.19 0.23
H 1.4192 -0.5022 -2.6743 0.55 -0.28 1.61
H 4.1175 -0.9633 -1.1560 -0.98 0.51 -0.91
H -8.0229 5.0858 2.7866 0.15 0.14 -0.21
H -3.1567 -11.1757 5.2373 0.13 0.01 -0.07
H 5.1556 2.1156 3.9375 -0.14 0.02 -0.05
H -6.5987 5.6773 4.7824 -0.04 0.03 -0.07
H 0.0935 -7.2688 1.0986 0.07 0.11 0.22
H -2.5331 -1.9840 3.1834 -0.47 0.70 -0.44
H 4.5829 0.9541 5.1244 -0.15 0.01 -0.02
H 6.0700 0.4203 -2.3706 -0.65 1.18 -0.46
H 8.9245 5.9929 0.8515 0.07 0.04 0.11
H 3.6823 1.1861 3.6091 -0.02 0.06 0.05
H -4.3825 -2.2453 1.1018 1.56 -0.18 0.53
H -3.6671 0.0423 -3.6412 1.17 0.88 0.25
H -0.5554 0.1790 -3.0569 -1.18 -0.89 -0.77
H 3.7742 -2.4243 2.9805 -0.83 -0.90 -1.09
H -0.9245 3.8923 -2.4802 -0.77 -0.82 1.23
H -4.0745 7.2225 -1.1826 0.49 0.22 0.12
H 8.8721 7.3400 2.0020 -0.03 -0.08 0.04
H -2.7935 -2.6153 -0.7400 0.52 0.70 1.28
H 1.5864 0.6078 -1.2404 0.38 -1.52 -0.46
H -0.6049 2.7223 -1.0618 -0.96 1.02 -0.79
H -4.0964 8.2997 -2.5667 0.26 0.08 0.05
H -1.9297 -9.6356 3.6554 -0.24 0.09 0.08
H -2.6201 -1.9638 -2.7650 1.36 -0.06 -0.31
H -1.7863 1.7851 -10.5200 0.04 -0.09 0.36
H -0.6768 -3.6262 -2.2972 0.54 1.47 -0.08
H -1.0992 -0.2680 -4.7491 -0.17 -0.11 1.64
H -2.5338 1.5107 -4.0723 -0.73 -1.37 0.63
H -0.7260 -1.0205 1.7001 0.57 -0.79 0.92
H -1.6968 -2.4459 -4.2621 0.10 0.68 1.55
H 2.2943 -8.6092 2.7738 -0.13 -0.21 -0.17
H 1.6091 -6.4876 1.5955 -0.14 -0.05 0.07